Entry 1:
Formula: C21H43NO6S4
Source: the Open Molecules 2025 dataset
Level of theory: ωB97M-V/def2-TZVPD

Values from the calculation:
gap between HOMO and LUMO	8.99	eV
LUMO	0.59	eV
total energy	-79587.2405	eV
molar mass	533.8	Da

```
75
C21H43NO6S4, DFT ωB97M-V/def2-TZVPD
C 0.833 -2.885 3.930
C 1.253 -1.683 3.119
C 1.802 -1.743 1.855
C 2.137 -0.607 1.159
C 1.936 0.633 1.713
C 1.369 0.720 2.969
C 1.071 2.050 3.635
O 0.195 2.893 2.871
C -0.966 2.316 2.497
O -1.405 2.558 1.386
N -1.702 1.483 3.404
C -1.967 0.141 2.843
C -3.467 -0.191 2.669
C -3.963 -0.741 4.035
C -3.524 -1.400 1.698
C 1.054 -0.426 3.658
H -0.215 -3.102 3.662
H 0.809 -2.660 4.999
H 1.395 -3.794 3.702
H 1.951 -2.728 1.416
H 2.555 -0.689 0.150
H 2.201 1.533 1.165
H 0.701 1.886 4.652
H 2.023 2.582 3.739
H -2.589 1.927 3.608
H -1.576 -0.593 3.560
H -1.449 -0.059 1.899
H -4.066 0.656 2.318
H -3.417 -1.682 4.185
H -5.031 -0.971 4.041
H -3.655 -0.090 4.862
H -4.494 -1.899 1.785
H -2.775 -2.110 2.077
H -3.250 -1.135 0.674
H 0.603 -0.328 4.645
C 3.336 -3.047 -3.532
S 4.618 -2.117 -2.684
O 4.020 -1.586 -1.425
C 4.675 -0.762 -3.866
H 3.111 -3.931 -2.939
H 2.440 -2.434 -3.632
H 3.700 -3.350 -4.514
H 3.691 -0.298 -3.946
H 4.994 -1.143 -4.836
H 5.396 -0.029 -3.508
C -5.227 2.470 -1.255
S -3.865 2.436 -2.429
O -4.228 1.467 -3.505
C -2.707 1.615 -1.331
H -6.089 2.915 -1.747
H -5.468 1.453 -0.941
H -4.946 3.076 -0.394
H -3.118 0.655 -1.013
H -2.514 2.247 -0.465
H -1.778 1.450 -1.874
C -4.611 4.048 -6.193
S -3.288 4.956 -5.383
O -3.847 5.525 -4.130
C -3.214 6.291 -6.589
H -4.848 3.180 -5.579
H -5.491 4.686 -6.287
H -4.275 3.718 -7.177
H -4.185 6.781 -6.657
H -2.924 5.888 -7.559
H -2.466 7.008 -6.256
C 5.218 -3.847 1.319
S 6.606 -3.842 0.178
O 6.296 -4.819 -0.899
C 7.771 -4.633 1.300
H 4.358 -3.425 0.803
H 4.999 -4.870 1.628
H 5.459 -3.233 2.187
H 7.384 -5.604 1.609
H 7.928 -3.993 2.168
H 8.713 -4.767 0.772
```

Entry 2:
Formula: C18H23N7O7Ti
Source: the Open Molecules 2025 dataset
Level of theory: ωB97M-V/def2-TZVPD

Values from the calculation:
gap between HOMO and LUMO (alpha / beta)	6.90 / 8.69	eV
net charge	+1
LUMO (alpha / beta)	-3.64 / -3.76	eV
multiplicity	2
total energy	-66905.9904	eV
molar mass	497.3	Da

```
56
C18H23N7O7Ti, DFT ωB97M-V/def2-TZVPD
Ti -0.835 -0.181 0.810
C 1.441 1.878 -0.258
C 2.271 1.091 0.740
N 2.711 -0.175 0.175
C 2.569 -1.376 0.987
C 1.661 -2.363 0.294
C 2.094 -3.645 0.002
C 1.281 -4.494 -0.731
C 0.059 -4.026 -1.175
C -0.326 -2.742 -0.826
C -1.668 -2.213 -1.259
N -1.710 -0.740 -1.193
C -1.076 -0.042 -2.343
C 0.317 0.457 -1.987
N 0.207 1.151 -0.685
N 0.443 -1.931 -0.088
H 2.033 2.119 -1.144
H 1.131 2.820 0.196
H 1.682 0.902 1.642
H 3.105 1.722 1.063
H 3.635 -0.107 -0.222
H 2.164 -1.125 1.968
H 3.532 -1.856 1.161
H 3.073 -3.960 0.333
H 1.609 -5.495 -0.976
H -0.595 -4.639 -1.781
H -2.438 -2.593 -0.585
H -1.902 -2.566 -2.265
H -2.689 -0.476 -1.141
H -1.709 0.814 -2.587
H -1.050 -0.687 -3.222
H 0.673 1.141 -2.761
H 1.039 -0.348 -1.889
H -0.497 1.873 -0.820
O -1.818 -2.427 8.163
N -2.549 -2.289 7.208
O -3.743 -2.483 7.192
C -1.921 -1.846 5.944
C -0.558 -1.637 5.923
C -0.003 -1.209 4.736
C -0.751 -1.019 3.572
O -0.161 -0.649 2.436
C -2.136 -1.265 3.641
C -2.721 -1.669 4.838
N -2.989 -1.096 2.538
O -4.214 -1.243 2.600
O -2.454 -0.938 1.293
N 1.444 -0.953 4.714
O 1.840 0.007 4.078
O 2.144 -1.710 5.346
H 0.049 -1.795 6.802
H -3.785 -1.848 4.890
C -1.460 1.699 1.457
H -2.130 2.152 0.716
H -0.630 2.379 1.657
H -2.029 1.570 2.380
```

Entry 3:
Formula: C52H47GeOP2SW
Source: the Open Molecules 2025 dataset
Level of theory: ωB97M-V/def2-TZVPD

Values from the calculation:
gap between HOMO and LUMO	6.39	eV
net charge	+3
LUMO	-9.10	eV
total energy	-144464.0209	eV
molar mass	1038.4	Da

```
105
C52H47GeOP2SW, DFT ωB97M-V/def2-TZVPD
W 0.711 0.521 0.115
O -1.427 0.421 0.692
S -1.146 -0.681 -0.333
C -1.260 -2.286 0.359
C -1.541 -3.349 -0.485
C -1.749 -4.647 -0.010
C -1.736 -4.836 1.349
C -2.021 -6.065 2.171
C -1.869 -5.603 3.642
C -1.410 -4.171 3.551
C -1.053 -3.271 4.517
C -0.565 -2.023 4.099
C -0.486 -1.609 2.774
P 0.617 -0.182 2.553
C 2.302 -0.746 2.907
C 2.607 -2.038 3.330
C 3.932 -2.406 3.534
C 4.955 -1.493 3.326
C 4.661 -0.204 2.900
C 3.343 0.164 2.677
C 0.100 1.001 3.820
C 1.009 1.540 4.730
C 0.571 2.434 5.700
C -0.771 2.785 5.767
C -1.677 2.245 4.860
C -1.247 1.359 3.887
C -1.017 -2.475 1.762
C -1.380 -3.765 2.198
C -2.320 -0.439 -1.604
C -3.433 -1.274 -1.573
C -4.531 -1.131 -2.416
C -4.524 -0.079 -3.293
C -5.551 0.349 -4.302
C -5.001 1.667 -4.892
C -3.696 1.890 -4.179
C -2.803 2.923 -4.272
C -1.669 2.865 -3.462
C -1.387 1.832 -2.570
P 0.166 2.019 -1.698
C 1.382 2.766 -2.799
C 2.178 3.836 -2.390
C 3.115 4.370 -3.262
C 3.254 3.848 -4.542
C 2.450 2.791 -4.955
C 1.517 2.246 -4.088
C 0.029 2.984 -0.182
C 1.160 2.943 0.671
C 1.104 3.524 1.940
C -0.072 4.100 2.377
C -1.201 4.099 1.558
C -1.165 3.528 0.297
C -2.300 0.731 -2.451
C -3.442 0.832 -3.277
H -1.636 -3.168 -1.549
H -1.967 -5.447 -0.704
H -1.317 -6.859 1.921
H -3.016 -6.455 1.954
H -1.157 -6.215 4.196
H -2.814 -5.660 4.185
H -1.086 -3.508 5.572
H -0.181 -1.360 4.866
H 1.825 -2.764 3.509
H 4.165 -3.410 3.864
H 5.983 -1.784 3.499
H 5.457 0.513 2.745
H 3.125 1.175 2.345
H 2.050 1.245 4.710
H 1.275 2.837 6.416
H -1.114 3.464 6.536
H -2.726 2.504 4.926
H -1.962 0.931 3.193
H -3.476 -2.066 -0.841
H -5.359 -1.824 -2.348
H -6.524 0.479 -3.825
H -5.680 -0.425 -5.060
H -5.678 2.506 -4.727
H -4.844 1.602 -5.969
H -2.956 3.766 -4.934
H -0.957 3.680 -3.538
H 2.056 4.282 -1.412
H 3.724 5.208 -2.948
H 3.980 4.273 -5.223
H 2.548 2.395 -5.957
H 0.886 1.434 -4.430
H 2.139 2.658 0.275
H 1.985 3.537 2.568
H -0.119 4.551 3.360
H -2.119 4.552 1.911
H -2.051 3.517 -0.325
C 3.913 -0.273 -3.264
Ge 2.572 -1.463 -2.523
C 3.254 -3.222 -2.060
C 0.885 -1.577 -3.502
C 2.026 -0.636 -0.757
H 4.862 -0.416 -2.746
H 3.621 0.773 -3.178
H 4.067 -0.497 -4.321
H 3.558 -3.752 -2.964
H 2.489 -3.821 -1.563
H 4.123 -3.146 -1.407
H 1.055 -1.867 -4.539
H 0.344 -0.630 -3.492
H 0.247 -2.340 -3.048
H 2.707 0.240 -0.496
H 2.105 -1.375 0.073
```

> Which value of total energy does entry 2 give?

-66905.9904 eV